# 1
# C55H38N8O6S6Sn

C55H38N8O6S6Sn as an isolated structure (ωB97M-V/def2-TZVPD, the OMol25 dataset).

- Charge: -2
- ΔE to the lowest compared entry with this formula, charge and spin: 0.0 kcal/mol
- Frontier orbital gap: 4.174 eV
- E_HOMO: -1.366 eV
- Energy: -5611.7209 a.u.

Each line ends with the Löwdin charge.
Geometry (Å):
Sn (0.56, 0.13, -0.46)  1.3000
S (7.00, 2.39, -1.83)  1.0106
C (7.75, 1.41, -3.02)  -0.4530
C (6.82, 0.65, -3.67)  -0.2089
C (5.50, 0.86, -3.21)  -0.1397
C (5.41, 1.79, -2.20)  -0.4863
C (4.25, 2.25, -1.46)  -0.2422
C (3.02, 1.64, -1.63)  -0.1202
N (1.90, 1.96, -0.99)  -0.0073
C (1.91, 3.02, -0.10)  -0.1996
C (3.18, 3.65, 0.20)  -0.1567
C (3.20, 4.71, 1.17)  -0.0427
C (2.07, 5.10, 1.80)  -0.0308
C (0.80, 4.47, 1.53)  -0.1809
C (-0.30, 4.68, 2.31)  -0.0420
C (-1.47, 3.83, 2.11)  -0.2664
C (-1.54, 3.04, 1.03)  -0.0709
N (-0.53, 3.02, 0.05)  -0.0092
C (0.76, 3.50, 0.46)  -0.1543
C (-2.51, 3.73, 3.14)  -0.4844
C (-3.27, 2.65, 3.48)  -0.1288
C (-4.21, 2.93, 4.51)  -0.1966
C (-4.13, 4.22, 4.96)  -0.4536
S (-2.93, 5.10, 4.11)  1.0056
C (4.31, 3.26, -0.48)  -0.0001
H (8.81, 1.44, -3.18)  0.0480
H (7.07, -0.05, -4.46)  0.0949
H (4.64, 0.35, -3.62)  0.1019
H (2.94, 0.80, -2.31)  0.0894
H (4.15, 5.20, 1.39)  0.1048
H (2.10, 5.89, 2.54)  0.1048
H (-0.26, 5.37, 3.15)  0.0826
H (-2.39, 2.39, 0.86)  0.0441
H (-3.15, 1.68, 3.01)  0.0375
H (-4.89, 2.20, 4.91)  0.0964
H (-4.71, 4.68, 5.74)  0.0476
H (5.24, 3.76, -0.24)  0.0928
C (-3.52, -5.40, -2.36)  -0.0454
C (-2.18, -4.77, -2.08)  -0.2599
C (-2.09, -3.66, -1.25)  -0.0072
C (-0.87, -3.06, -1.00)  -0.0455
C (0.28, -3.56, -1.58)  -0.2720
C (0.21, -4.67, -2.41)  -0.0604
C (-1.02, -5.27, -2.66)  -0.0469
S (1.85, -2.77, -1.23)  0.5105
O (1.95, -2.69, 0.21)  -0.3377
O (2.85, -3.54, -1.93)  -0.3282
N (1.72, -1.29, -1.79)  -0.3508
C (1.40, -1.16, -3.20)  -0.1945
C (0.20, -0.23, -3.44)  -0.6181
O (-0.17, -0.03, -4.59)  0.0350
O (-0.33, 0.29, -2.37)  -0.2197
H (-4.22, -5.20, -1.56)  0.0693
H (-3.43, -6.48, -2.48)  0.0730
H (-3.95, -5.00, -3.28)  0.0798
H (-2.98, -3.26, -0.78)  0.0886
H (-0.84, -2.21, -0.33)  0.0419
H (1.13, -5.05, -2.86)  0.1046
H (-1.07, -6.14, -3.31)  0.1050
H (1.16, -2.11, -3.68)  0.1166
H (2.24, -0.75, -3.77)  0.1060
O (3.54, -0.40, 7.15)  0.0625
N (3.95, -1.21, 6.34)  -0.3455
O (4.55, -2.22, 6.64)  0.0537
C (3.73, -0.94, 4.90)  -0.0786
C (4.59, -1.55, 4.06)  0.0583
C (4.54, -1.32, 2.66)  -0.1342
C (5.41, -1.96, 1.76)  -0.0072
C (5.30, -1.69, 0.43)  -0.0219
C (4.30, -0.79, 0.01)  -0.1254
N (3.48, -0.17, 0.83)  0.1434
C (3.58, -0.44, 2.14)  -0.1329
C (2.63, 0.19, 3.05)  -0.1354
N (1.71, 0.97, 2.48)  0.1282
C (0.78, 1.50, 3.23)  -0.0883
C (0.72, 1.30, 4.62)  -0.0152
C (1.67, 0.53, 5.23)  -0.0029
C (2.69, -0.06, 4.44)  -0.0667
H (5.34, -2.22, 4.47)  0.1245
H (6.16, -2.65, 2.15)  0.1141
H (5.92, -2.17, -0.31)  0.1108
H (4.17, -0.59, -1.05)  0.0915
H (0.03, 2.10, 2.74)  0.0887
H (-0.09, 1.75, 5.19)  0.1091
H (1.64, 0.36, 6.29)  0.0979
S (-5.82, -4.84, 1.97)  0.4927
C (-5.13, -3.41, 1.42)  -1.1154
S (-3.90, -2.57, 2.31)  0.9425
C (-3.74, -1.36, 1.05)  -1.1585
N (-4.56, -1.57, 0.06)  -0.0100
N (-5.34, -2.71, 0.29)  -0.1580
C (-6.23, -3.05, -0.77)  -0.2065
C (-5.90, -2.63, -2.06)  -0.0279
C (-6.74, -2.93, -3.12)  -0.0924
C (-7.91, -3.65, -2.91)  -0.1126
C (-8.24, -4.04, -1.62)  -0.0958
C (-7.41, -3.74, -0.55)  -0.0571
S (-2.58, -0.12, 1.18)  0.5081
H (-5.00, -2.05, -2.21)  0.1088
H (-6.47, -2.61, -4.12)  0.1001
H (-8.56, -3.88, -3.74)  0.0907
H (-9.16, -4.58, -1.44)  0.0956
H (-7.67, -4.05, 0.45)  0.0416
C (-1.75, 3.36, -3.98)  -0.1118
C (-2.47, 2.59, -3.08)  -0.0876
C (-2.08, 2.48, -1.76)  -0.0440
C (-0.94, 3.15, -1.31)  -0.2172
C (-0.21, 3.92, -2.21)  -0.0243
C (-0.61, 4.01, -3.53)  -0.0950
H (-2.04, 3.40, -5.02)  0.0904
H (-3.33, 2.03, -3.42)  0.1039
H (-2.62, 1.82, -1.10)  0.0790
H (0.68, 4.43, -1.88)  0.1097
H (-0.02, 4.60, -4.23)  0.0924

# 2
# C55H39F5N3O2P2SiTa

C55H39F5N3O2P2SiTa as an isolated structure (ωB97M-V/def2-TZVPD, the OMol25 dataset).

- Charge: +2
- ΔE to the lowest compared entry with this formula, charge and spin: 0.6 kcal/mol
- Frontier orbital gap: 6.337 eV
- E_HOMO: -13.484 eV
- Energy: -3962.1796 a.u.

Each line ends with the Löwdin charge.
Geometry (Å):
Ta (-0.40, 0.75, 0.15)  1.5825
O (-3.53, 1.92, 2.75)  0.1772
C (-2.88, 1.57, 1.80)  -0.4568
N (-1.56, 1.12, 1.83)  -0.0526
C (-0.84, 1.26, 3.04)  -0.4209
O (-0.96, 2.13, 3.84)  0.1899
C (0.16, 0.16, 3.13)  -0.1875
C (0.65, -0.34, 4.32)  0.0513
C (1.49, -1.44, 4.27)  0.0114
C (1.81, -1.99, 3.04)  -0.0184
C (1.33, -1.39, 1.89)  -0.1602
N (0.51, -0.33, 1.93)  -0.0777
C (-3.43, 1.52, 0.41)  -0.2067
C (-4.73, 1.88, 0.14)  0.0443
C (-5.17, 1.86, -1.17)  0.0082
C (-4.27, 1.48, -2.16)  0.0001
C (-2.98, 1.13, -1.81)  -0.0995
N (-2.55, 1.14, -0.53)  -0.0457
H (0.35, 0.13, 5.24)  0.1419
H (1.87, -1.88, 5.18)  0.1335
H (2.45, -2.85, 2.96)  0.1315
H (1.59, -1.77, 0.91)  0.1187
H (-5.36, 2.18, 0.97)  0.1438
H (-6.18, 2.15, -1.42)  0.1322
H (-4.56, 1.45, -3.20)  0.1274
H (-2.26, 0.85, -2.56)  0.0563
C (-0.42, 0.26, -4.00)  -0.1715
Si (0.02, -0.46, -2.29)  0.6201
C (-0.87, -2.14, -2.39)  -0.2897
C (-0.83, -2.91, -3.57)  -0.0811
C (-1.52, -4.10, -3.68)  -0.0382
C (-2.30, -4.56, -2.62)  -0.0379
C (-2.37, -3.82, -1.46)  -0.0892
C (-1.67, -2.61, -1.35)  -0.4217
P (-1.69, -1.75, 0.23)  1.0688
C (-1.02, -3.07, 1.32)  -0.3443
C (-0.10, -3.96, 0.75)  -0.1001
C (0.44, -4.99, 1.50)  -0.0531
C (0.09, -5.14, 2.83)  -0.0557
C (-0.81, -4.26, 3.41)  -0.0560
C (-1.37, -3.23, 2.65)  -0.0767
C (-3.43, -1.54, 0.68)  -0.3428
C (-3.81, -1.24, 1.99)  -0.1125
C (-5.14, -1.06, 2.32)  -0.0427
C (-6.12, -1.15, 1.34)  -0.0470
C (-5.75, -1.40, 0.03)  -0.0575
C (-4.42, -1.60, -0.30)  -0.0919
C (1.92, -0.65, -2.40)  -0.2820
C (2.43, -1.41, -3.46)  -0.0771
C (3.78, -1.43, -3.77)  -0.0357
C (4.68, -0.69, -3.02)  -0.0375
C (4.22, 0.05, -1.94)  -0.1089
C (2.86, 0.06, -1.63)  -0.3944
P (2.33, 0.96, -0.15)  1.0661
C (3.49, 0.37, 1.14)  -0.3445
C (4.28, -0.76, 0.94)  -0.1027
C (5.18, -1.18, 1.91)  -0.0542
C (5.29, -0.48, 3.10)  -0.0509
C (4.51, 0.65, 3.31)  -0.0528
C (3.62, 1.08, 2.34)  -0.0791
C (2.71, 2.74, -0.22)  -0.3713
C (2.12, 3.56, 0.74)  -0.1318
C (2.36, 4.92, 0.74)  -0.0461
C (3.19, 5.47, -0.23)  -0.0439
C (3.78, 4.66, -1.18)  -0.0438
C (3.55, 3.29, -1.18)  -0.0663
H (0.03, -0.42, -4.73)  0.0367
H (0.01, 1.24, -4.19)  0.0342
H (-1.48, 0.29, -4.24)  0.0379
H (-0.25, -2.58, -4.42)  0.0910
H (-1.47, -4.67, -4.60)  0.1200
H (-2.84, -5.49, -2.70)  0.1205
H (-2.96, -4.18, -0.62)  0.1259
H (0.17, -3.88, -0.30)  0.1110
H (1.13, -5.69, 1.03)  0.1179
H (0.50, -5.95, 3.42)  0.1180
H (-1.12, -4.38, 4.44)  0.1189
H (-2.09, -2.59, 3.12)  0.0831
H (-3.07, -1.12, 2.77)  0.0915
H (-5.42, -0.83, 3.35)  0.1248
H (-7.16, -1.00, 1.59)  0.1198
H (-6.51, -1.46, -0.75)  0.1195
H (-4.16, -1.80, -1.33)  0.1075
H (1.76, -1.98, -4.08)  0.0894
H (4.13, -2.02, -4.60)  0.1203
H (5.73, -0.69, -3.26)  0.1214
H (4.92, 0.60, -1.33)  0.1191
H (4.20, -1.33, 0.02)  0.1050
H (5.80, -2.05, 1.73)  0.1179
H (5.99, -0.80, 3.86)  0.1176
H (4.60, 1.21, 4.23)  0.1186
H (3.05, 1.98, 2.51)  0.0973
H (1.43, 3.15, 1.48)  0.1001
H (1.89, 5.55, 1.48)  0.1221
H (3.37, 6.54, -0.24)  0.1198
H (4.42, 5.09, -1.94)  0.1212
H (3.99, 2.68, -1.95)  0.1071
F (1.35, 2.20, -2.56)  0.0280
C (0.50, 3.08, -2.02)  -0.2692
C (-0.25, 2.72, -0.91)  -0.1820
C (-0.96, 3.79, -0.38)  -0.2379
F (-1.65, 3.63, 0.77)  0.0795
C (-1.00, 5.07, -0.91)  -0.1378
F (-1.71, 6.02, -0.32)  0.1534
C (-0.25, 5.35, -2.04)  -0.1242
F (-0.24, 6.56, -2.55)  0.1769
C (0.52, 4.34, -2.59)  -0.1390
F (1.29, 4.58, -3.64)  0.1504

> The lowest charge belongs to which entry?

C55H38N8O6S6Sn

> What is the ΔE to the lowest compared entry with this formula, charge and spin in the second record?

0.6 kcal/mol

> Which of these has the highest charge?

C55H39F5N3O2P2SiTa

> What is the formula in the second record?

C55H39F5N3O2P2SiTa